Record 1
C41H41FeN8O10P2S2 | wB97M-V/def2-TZVPD

Last column: Löwdin spin population.
CARTESIAN COORDINATES (ANGSTROEM)
Fe  0.7058  -0.4063  -1.9303  4.2854
C  1.6426  -0.2287  6.2980  0.0000
C  1.9054  -0.6210  4.8702  0.0002
C  2.8476  -1.5935  4.5544  0.0001
C  3.0741  -1.9744  3.2391  0.0005
C  2.3457  -1.3761  2.2230  0.0015
C  1.4105  -0.3950  2.5167  0.0002
C  1.1953  -0.0221  3.8317  0.0000
S  2.5682  -1.9594  0.5581  0.0064
O  1.5168  -2.9073  0.3079  0.0001
O  3.9199  -2.4581  0.4895  0.0059
N  2.3433  -0.6822  -0.4110  0.0693
C  3.3515  0.2808  -0.3834  0.0045
C  4.4156  0.3693  0.5033  0.0028
C  5.3678  1.3995  0.4237  0.0005
C  5.3160  2.3575  -0.5449  0.0016
C  4.2703  2.3003  -1.4897  0.0016
C  4.1608  3.2300  -2.5430  -0.0017
C  3.1498  3.1105  -3.4477  0.0022
C  2.2208  2.0687  -3.2915  0.0047
N  2.2783  1.1912  -2.3113  0.0614
C  3.2938  1.2789  -1.4070  0.0044
H  2.4397  -0.5714  6.9560  0.0000
H  0.7070  -0.6676  6.6504  0.0000
H  1.5544  0.8528  6.4005  0.0000
H  3.4194  -2.0573  5.3492  0.0000
H  3.8134  -2.7238  2.9932  0.0000
H  0.8803  0.0900  1.7112  -0.0001
H  0.4697  0.7520  4.0553  0.0000
H  4.5484  -0.3731  1.2685  0.0000
H  6.1659  1.4134  1.1549  0.0001
H  6.0529  3.1468  -0.6089  0.0002
H  4.8914  4.0268  -2.6190  -0.0001
H  3.0338  3.8053  -4.2680  0.0003
H  1.3972  1.9623  -3.9783  0.0007
C  -9.0804  -0.2726  7.9286  0.0000
O  -8.2674  0.8105  7.5169  0.0000
C  -7.3586  0.5782  6.5367  0.0000
C  -7.1813  -0.6465  5.9043  0.0000
C  -6.2164  -0.7670  4.9116  0.0000
C  -5.4257  0.3087  4.5389  0.0000
C  -5.6187  1.5347  5.1823  0.0000
C  -6.5701  1.6699  6.1665  0.0000
C  -4.3971  0.2104  3.4990  0.0001
N  -3.6711  1.2123  3.0638  0.0002
C  -2.8514  0.6685  2.1054  0.0004
C  -3.0840  -0.6781  1.9645  0.0006
N  -4.0794  -0.9632  2.8668  0.0002
C  -2.3650  -1.5210  1.0598  0.0019
C  -2.5369  -2.9043  0.8961  -0.0007
C  -1.7617  -3.5671  -0.0117  0.0025
C  -0.8231  -2.8513  -0.7620  0.0065
N  -0.6364  -1.5560  -0.6117  0.0733
C  -1.3934  -0.8891  0.2804  0.0064
C  -1.1333  0.5306  0.4116  0.0043
N  -0.1520  1.0231  -0.3643  0.0615
C  0.1388  2.3080  -0.2790  0.0037
C  -0.5182  3.1710  0.6010  0.0022
C  -1.5180  2.6794  1.4041  -0.0020
C  -1.8466  1.3232  1.3196  0.0017
H  -9.7204  0.1137  8.7167  0.0000
H  -8.4757  -1.0933  8.3222  0.0000
H  -9.6996  -0.6372  7.1053  0.0000
H  -7.7801  -1.5053  6.1663  0.0000
H  -6.1068  -1.7317  4.4311  0.0000
H  -5.0056  2.3756  4.8907  0.0000
H  -6.7260  2.6142  6.6696  0.0000
H  -4.5038  -1.8586  3.0260  0.0000
H  -3.2817  -3.4382  1.4736  0.0000
H  -1.8771  -4.6254  -0.1884  0.0004
H  -0.2140  -3.3479  -1.5001  0.0006
H  0.9167  2.6723  -0.9340  0.0005
H  -0.2349  4.2132  0.6316  0.0004
H  -2.0563  3.3105  2.0988  -0.0001
O  -2.4029  2.2783  -2.6221  0.0024
P  -1.6836  1.1443  -3.4862  0.0103
O  -1.9067  1.3077  -4.9445  0.0062
O  -0.2455  1.0998  -3.0006  0.0895
O  -2.3988  -0.1987  -2.9566  -0.0002
P  -1.8266  -1.6328  -3.5280  0.0127
O  -2.0274  -1.5042  -5.0953  0.0065
O  -2.5730  -2.7533  -2.9552  0.0065
O  -0.3128  -1.5189  -3.2445  0.1211
H  -3.2234  2.5549  -3.0480  0.0002
H  -1.9970  -0.5614  -5.3781  0.0001
C  6.0459  -0.4135  -6.0656  0.0006
C  5.3896  0.4180  -4.9710  0.0011
N  4.5377  -0.3609  -4.0887  0.0113
C  3.3001  -0.8123  -4.3570  0.0190
S  2.5917  -1.8972  -3.2397  0.0839
N  2.7159  -0.4101  -5.4831  0.0098
C  1.3751  -0.7758  -5.9385  0.0005
C  1.4074  -1.2496  -7.3792  0.0002
H  6.6735  0.2156  -6.6961  0.0000
H  5.3014  -0.8976  -6.6980  0.0000
H  6.6688  -1.1931  -5.6291  0.0000
H  4.8086  1.2427  -5.3933  0.0003
H  6.1451  0.8853  -4.3394  0.0001
H  4.9303  -0.7415  -3.2413  0.0002
H  3.2086  0.2612  -6.0530  0.0001
H  0.7135  0.0873  -5.8244  0.0002
H  1.0075  -1.5479  -5.2693  0.0001
H  1.7681  -0.4717  -8.0564  0.0000
H  0.4003  -1.5217  -7.6922  0.0000
H  2.0482  -2.1254  -7.4846  0.0000

- HOMO-LUMO gap (spin up / spin down) (eV) = 7.571 / 6.625
- total energy (eV) = -150225.8116
- charge = 0
- <S²> = 8.759
- 2S+1 = 6



Record 2
C41H42Cl5N4O5PSSc | wB97M-V/def2-TZVPD

Last column: Mulliken charge in e.
CARTESIAN COORDINATES (ANGSTROEM)
Sc  0.3096  1.2654  0.5611  -1.3781
Cl  2.8249  3.0713  2.3065  -0.2507
C  2.6019  1.4600  2.9673  -0.0586
C  1.8847  0.5376  2.2598  0.9065
C  1.8526  -0.7500  2.7225  -0.1391
Cl  1.1388  -2.0389  1.7499  -0.0707
C  2.4363  -1.1038  3.9179  -0.2376
Cl  2.4057  -2.7398  4.6196  -0.1598
C  3.1002  -0.1205  4.6442  0.0315
Cl  3.8712  -0.4655  6.1152  -0.2330
C  3.2097  1.1879  4.1838  0.1733
Cl  3.8305  2.3674  5.2384  -0.2247
N  -2.8111  4.2101  -0.4798  -0.3393
C  -3.3059  3.9942  -1.7931  0.2311
C  -4.6021  4.1913  -2.2360  -0.5146
C  -4.9539  3.8100  -3.5090  -0.6581
C  -3.9811  3.3286  -4.4142  -0.5759
C  -2.6979  3.0828  -3.9677  -0.7555
C  -2.3598  3.5158  -2.6949  0.5170
S  -0.7112  3.5076  -2.1040  -0.4039
N  -0.9032  2.7623  -0.5606  0.4224
C  -1.9621  3.3008  0.1058  -0.0165
C  -2.1916  2.9631  1.3962  0.1427
C  -3.2473  3.4140  2.2703  -0.2663
C  -3.0280  3.4434  3.6240  -1.4323
C  -1.7630  2.9074  4.0833  0.0988
C  -0.9117  2.2724  3.3104  -1.3524
N  -1.2311  2.0402  1.9572  1.4199
H  -3.3406  4.7897  0.1130  0.3820
H  -5.3213  4.6171  -1.5349  0.3406
H  -5.9305  3.9601  -3.9451  0.3807
H  -4.2536  3.0053  -5.3971  0.3904
H  -1.9430  2.7525  -4.6868  0.3790
H  -4.1580  3.8551  1.8824  0.4393
H  -3.7970  3.8205  4.3011  0.2951
H  -1.4707  3.0976  5.1105  0.4044
H  0.0321  1.8962  3.7021  0.3567
C  -4.9243  -4.2191  -2.6028  -0.7445
O  -3.9063  -3.3467  -3.1063  -0.2874
P  -2.6321  -2.9699  -2.1248  -0.1506
O  -1.6494  -2.9317  -3.4921  -0.3216
C  -0.3899  -2.2080  -3.4188  -0.0438
O  -2.8760  -1.4407  -1.6962  0.1737
C  -3.3097  -0.4459  -2.6510  -0.5209
H  -4.4682  -5.1734  -2.2334  0.3320
H  -5.4926  -4.4742  -3.4989  0.2412
H  -5.5102  -3.7454  -1.8470  0.2846
H  0.3889  -2.7122  -2.8204  0.1253
H  -0.5892  -1.2025  -3.0191  -0.1137
H  -0.0579  -2.0659  -4.4769  0.2780
H  -2.8785  -0.6215  -3.6288  0.4437
H  -3.1471  0.5149  -2.2326  -0.0865
H  -4.3553  -0.4890  -2.7902  0.4245
C  -2.5165  -1.7402  1.7374  -1.8126
C  -2.2374  -0.4113  2.4708  2.8225
C  -1.4812  -0.6869  3.7709  -1.4780
C  -3.6348  0.1834  2.8908  -1.7472
C  -1.4736  0.5168  1.5309  0.3286
H  -2.9442  -2.4407  2.4374  0.5386
H  -1.6132  -2.1553  1.3167  0.0672
H  -3.2516  -1.5866  0.9442  0.3225
H  -2.0203  -1.4842  4.3608  0.4411
H  -1.3977  0.2290  4.3612  0.2841
H  -0.4594  -1.0692  3.5864  0.2033
H  -4.2115  -0.4975  3.5430  0.4410
H  -4.2056  0.3015  1.9582  0.2644
H  -3.4862  1.1166  3.4566  0.3478
H  -2.0619  0.6563  0.6154  0.0334
C  5.1211  -3.6686  2.5054  -1.8270
C  4.7906  -2.4225  1.7117  1.5014
C  5.2001  -1.1263  2.0619  -0.7609
C  4.9225  -0.0574  1.2106  -1.3400
C  4.2698  -0.2922  -0.0420  -0.5191
C  3.8654  -1.5536  -0.4033  0.4183
N  3.1729  -1.8101  -1.6380  0.4259
C  3.3323  -0.7977  -2.6675  -0.5631
C  4.3285  -0.9627  -3.5982  -0.1533
C  4.4783  -0.0839  -4.6596  -0.7277
C  3.5354  0.9197  -4.8574  -0.5949
C  2.5872  1.1753  -3.8679  -0.1632
C  2.5020  0.3361  -2.7718  -0.1502
C  1.5288  0.6203  -1.6399  0.8115
O  0.5240  -0.0566  -1.3359  -0.3606
O  1.8782  1.5849  -0.9058  -0.7461
C  4.0803  -2.6025  0.4946  1.1769
C  3.6178  -4.0305  0.0633  -2.4811
H  5.9915  -3.5326  3.1295  0.3960
H  5.3453  -4.4472  1.7576  0.4447
H  4.3093  -4.0706  3.0714  0.3195
H  5.7363  -1.0122  2.9659  0.4946
H  5.2494  0.9262  1.4670  0.4542
H  4.1405  0.5880  -0.6853  0.4739
H  3.1713  -2.7261  -2.0322  0.4716
H  5.0169  -1.8126  -3.4353  0.3569
H  5.3171  -0.2613  -5.3754  0.3295
H  3.7300  1.6609  -5.6694  0.3032
H  1.9902  2.0781  -3.8231  0.4827
H  2.6551  -3.9625  -0.4755  0.3569
H  3.4766  -4.6890  0.9216  0.4984
H  4.3055  -4.5205  -0.6383  0.3361

- HOMO-LUMO gap (eV) = 6.196
- total energy (eV) = -162837.2523
- charge = -1



Record 3
C41H42FN7O4Pt | wB97M-V/def2-TZVPD

Last column: Mulliken charge in e.
CARTESIAN COORDINATES (ANGSTROEM)
Pt  0.6618  -1.0184  -1.7506  0.1068
O  2.9030  -0.6122  -1.5470  -0.7274
C  3.6681  -1.4264  -0.8986  1.0326
C  5.0507  -1.4856  -1.2292  -0.4663
C  5.8966  -2.4067  -0.6728  -0.4944
C  5.4328  -3.3313  0.2799  -1.0696
C  4.1225  -3.2586  0.6722  -1.1505
C  3.2298  -2.3140  0.1254  0.2386
C  1.8898  -2.2438  0.6728  0.6024
N  0.7822  -1.7292  0.1396  1.2051
C  -0.2485  -1.8650  1.0488  -0.5566
C  0.2335  -2.4697  2.1568  -1.1316
N  1.5687  -2.6992  1.9063  0.0266
H  5.3983  -0.7835  -1.9764  0.4582
H  6.9350  -2.4298  -0.9799  0.4083
H  6.0930  -4.0794  0.6953  0.4198
H  3.7542  -3.9859  1.3896  0.2697
H  -1.2472  -1.5352  0.8246  0.5756
H  -0.2416  -2.7619  3.0755  0.4821
H  2.2325  -3.0929  2.5500  0.2345
F  1.4582  3.0508  3.5191  -0.3375
C  0.4204  3.1023  2.6652  0.2571
C  0.4839  2.3658  1.5180  -0.6165
C  -0.5516  2.4347  0.5838  1.0407
C  -0.4439  1.6789  -0.6635  1.2283
O  0.5151  0.8933  -0.8076  -0.8958
C  -1.4867  1.9259  -1.6081  -0.0093
C  -2.5703  2.6736  -1.2535  -0.2524
N  -2.7065  3.2935  -0.0695  0.1850
C  -3.8833  4.1037  0.1833  -0.3264
C  -5.2244  3.5578  -0.1923  -0.9840
C  -4.8427  3.6701  1.2527  -0.4353
C  -1.6642  3.2413  0.8552  -0.2203
C  -1.7170  3.9690  2.0478  -0.6005
C  -0.6767  3.9301  2.9615  -1.5264
N  -0.7700  4.7209  4.1335  0.2294
C  -0.8962  6.1654  3.9778  -0.6310
C  -1.8862  6.6749  5.0333  -0.7589
N  -1.8623  5.7143  6.1948  -0.1506
C  -0.4622  5.2610  6.4847  -0.7530
C  0.0246  4.3885  5.3153  -0.6922
C  -1.4070  1.3803  -2.9890  0.0401
O  -0.1943  1.7025  -3.5119  -0.2911
O  -2.2633  0.7835  -3.5686  -0.5689
H  1.3505  1.7515  1.3074  0.7101
H  -3.3881  2.8087  -1.9489  0.7012
H  -3.7104  5.1641  0.0449  0.4717
H  -5.2702  2.5618  -0.6106  0.3497
H  -5.9426  4.2536  -0.5999  0.2608
H  -4.6154  2.7479  1.7705  0.2353
H  -5.3084  4.4371  1.8556  0.3234
H  -2.5860  4.5717  2.2705  0.8034
H  -1.2647  6.4114  2.9863  0.5122
H  0.0767  6.6574  4.0934  0.3188
H  -2.9091  6.7007  4.6635  0.4296
H  -1.6177  7.6596  5.4100  0.3687
H  -2.4164  4.8946  5.9418  0.3812
H  -2.2880  6.1390  7.0185  0.3389
H  -0.4564  4.7161  7.4252  0.3858
H  0.1346  6.1632  6.6028  0.3763
H  -0.1112  3.3326  5.5432  0.5190
H  1.0934  4.5705  5.1864  0.4164
C  3.1898  -4.9156  -3.9419  -1.5285
C  2.9463  -4.0960  -2.6730  -0.3095
C  1.7746  -4.6134  -1.8739  0.3040
C  1.9237  -5.7591  -1.0954  -0.5047
C  0.8703  -6.2618  -0.3538  -1.3515
C  -0.3647  -5.6261  -0.3780  -0.4465
C  -0.5625  -4.4816  -1.1346  0.8419
C  -1.9220  -3.8334  -1.2042  -0.6598
C  -2.7434  -4.3578  -2.3868  -1.2722
C  0.5207  -4.0036  -1.8754  -0.2900
N  0.3615  -2.7687  -2.6046  0.7865
C  0.1935  -2.7927  -3.8919  0.0092
C  0.1715  -1.4919  -4.4917  0.1136
C  -0.1518  -0.9495  -5.8148  -1.1170
C  -0.1238  0.3819  -5.7134  -0.6726
C  0.4044  0.7369  -4.3472  -0.1851
N  0.4144  -0.5297  -3.6486  0.5164
H  4.0608  -4.5386  -4.4778  0.4649
H  2.3345  -4.8789  -4.6208  0.3001
H  3.3689  -5.9638  -3.7008  0.3525
H  2.8121  -3.0440  -2.9247  0.1405
H  3.8363  -4.1425  -2.0402  0.1748
H  2.8898  -6.2496  -1.0723  0.5277
H  1.0069  -7.1539  0.2433  0.4383
H  -1.1923  -6.0247  0.1969  0.5113
H  -1.8180  -2.7485  -1.2886  -0.3766
H  -2.4528  -4.0400  -0.2736  0.6575
H  -2.2467  -4.1443  -3.3353  0.2570
H  -3.7291  -3.8934  -2.4140  0.4084
H  -2.8739  -5.4379  -2.3180  0.3559
H  0.0846  -3.7318  -4.4176  0.7442
H  -0.3890  -1.5366  -6.6880  0.5424
H  -0.3107  1.1086  -6.4882  0.5333
H  1.4366  1.0872  -4.4558  0.4367

- HOMO-LUMO gap (spin up / spin down) (eV) = 5.431 / 5.429
- total energy (eV) = -67770.2089
- charge = +2



- The lowest charge belongs to which entry?
  C41H42Cl5N4O5PSSc



- charge of number 2 (C41H42Cl5N4O5PSSc)?
  -1



- Among the records above, which one has the lowest charge?
  C41H42Cl5N4O5PSSc